Entry from the OMol25 dataset: a cluster of 2 separate species, C6H12O2 in total (ωB97M-V/def2-TZVPD).

Computed properties:
Lowest unoccupied orbital energy: 1.0 eV
SMILES: COC(C)=O.C=CC
HOMO energy: -0.3516 Ha
Orbital gap: 10.5 eV

Each line ends with the Löwdin charge.
Cartesian coordinates (Å):
C  -1.63257  0.77335  -1.41116  -0.063
O  -0.90032  0.99578  -0.20499  -0.093
C  -1.29718  0.21615  0.87737  -0.540
C  -0.70292  0.76936  2.13973  0.024
O  -2.05808  -0.70264  0.77046  0.104
H  -1.41207  -0.22199  -1.79972  0.074
H  -1.35346  1.56152  -2.10436  0.093
H  -2.70782  0.81220  -1.23252  0.093
H  0.37727  0.63302  2.10315  0.073
H  -0.87528  1.84267  2.17368  0.091
H  -1.11957  0.26370  3.00537  0.090
C  2.35634  0.38281  -0.36662  -0.015
C  1.61034  -0.63157  0.05632  -0.232
C  0.74378  -1.61482  -0.82526  -0.082
H  2.14541  0.89350  -1.29338  0.057
H  3.17086  0.74243  0.24222  0.050
H  1.88340  -1.10647  0.99131  0.086
H  1.34670  -2.49916  -1.02826  0.068
H  0.57138  -1.13558  -1.78730  0.060
H  -0.14624  -1.97425  -0.30603  0.060

Entry from the OMol25 dataset: a cluster of 2 separate species, C4H10N6O in total (ωB97M-V/def2-TZVPD).

Computed properties:
Lowest unoccupied orbital energy: 0.6 eV
SMILES: [H]/N=C(\NN)NO.C#C/C=N/N
HOMO energy: -0.3157 Ha
Orbital gap: 9.1 eV

Each line ends with the Löwdin charge.
Cartesian coordinates (Å):
H  3.31317  0.17356  1.77725  0.041
N  2.61153  0.69102  1.23745  0.118
C  2.52829  0.25837  0.02329  -0.510
N  3.14073  -0.85304  -0.50313  -0.060
N  4.22476  -1.43890  0.13519  0.000
N  1.74965  0.95091  -0.87326  -0.015
O  0.89344  1.88955  -0.27930  -0.077
H  3.27514  -0.82747  -1.49640  0.126
H  3.90789  -2.00828  0.90793  0.080
H  4.93372  -0.74529  0.45305  0.102
H  1.19109  0.31814  -1.44728  0.133
H  1.20555  1.92558  0.65218  0.076
C  -6.29418  -0.56268  0.15218  0.095
C  -5.10128  -0.44713  0.03410  -0.129
C  -3.67089  -0.36320  -0.17736  -0.226
N  -3.02697  0.63743  0.27368  -0.044
N  -1.68064  0.62824  0.10651  0.000
H  -7.35600  -0.66592  0.30633  0.028
H  -3.19270  -1.19625  -0.71496  0.112
H  -1.29817  1.57004  0.11100  0.070
H  -1.35412  0.06533  -0.67843  0.078

Entry from the OMol25 dataset: a cluster of 2 separate species, C5H11NO3 in total (ωB97M-V/def2-TZVPD).

Computed properties:
Lowest unoccupied orbital energy: 0.7 eV
SMILES: O=C1CN1O.CCOC
HOMO energy: -0.3105 Ha
Orbital gap: 9.1 eV

Each line ends with the Löwdin charge.
Cartesian coordinates (Å):
O  1.04539  -1.91104  1.79380  0.074
C  1.28636  -0.91646  1.14246  -0.437
C  2.28906  0.17894  1.06900  0.025
N  1.92220  -0.68512  -0.06597  -0.076
O  1.50845  -1.21617  -1.26408  0.017
H  3.31750  0.05282  1.38190  0.103
H  1.90664  1.19339  1.11264  0.083
H  0.55218  -1.40504  -1.08220  0.111
C  -0.30456  1.84852  -1.17139  -0.081
C  -1.22300  0.68857  -0.91387  -0.142
O  -0.72948  -0.24811  0.29200  -0.272
C  -1.72823  -1.09670  0.83359  -0.117
H  0.54495  1.55228  -1.78107  0.075
H  0.00151  2.30821  -0.23358  0.078
H  -0.84202  2.59837  -1.75400  0.081
H  -1.37810  0.05115  -1.78803  0.114
H  -2.19657  1.02065  -0.54391  0.109
H  -2.48669  -1.39920  0.10586  0.087
H  -2.23212  -0.60782  1.67183  0.091
H  -1.25346  -2.00724  1.19503  0.077

Entry from the OMol25 dataset: a cluster of 2 separate species, C2H4F2NP in total (ωB97M-V/def2-TZVPD).

Computed properties:
Lowest unoccupied orbital energy: 0.7 eV
SMILES: N#CCF.FP
HOMO energy: -0.3698 Ha
Orbital gap: 10.7 eV

Each line ends with the Löwdin charge.
Cartesian coordinates (Å):
N  1.02103  1.82530  0.87893  0.161
C  1.39934  1.04131  0.13941  -0.186
C  2.11118  -0.04702  -0.54379  -0.244
F  2.02864  -1.18812  0.13242  0.006
H  3.18566  0.26248  -0.56966  0.137
H  1.77455  -0.22824  -1.55729  0.118
F  -1.52400  -0.48051  -0.08756  -0.491
P  -2.90534  0.13718  0.54355  0.738
H  -3.68244  -0.44921  -0.48664  -0.135
H  -3.40863  -0.87318  1.55063  -0.104

Entry from the OMol25 dataset: a structure of composition C27H45BrN2OP2Ru (ωB97M-V/def2-TZVPD).

Computed properties:
Lowest unoccupied orbital energy (alpha / beta): -14.0 / -14.7 eV
HOMO energy (alpha / beta): -0.7241 / -0.7454 Ha
Orbital gap (alpha / beta): 5.7 / 5.6 eV
Net charge: +4
Multiplicity: 5

Each line ends with the Löwdin spin population.
Cartesian coordinates (Å):
N  1.47105  3.64032  -5.50186  0.734
C  1.69392  4.05078  -4.25648  0.078
C  1.92938  3.14713  -3.20863  0.065
C  1.97113  1.76165  -3.50290  -0.011
C  1.80368  1.36473  -4.84893  0.064
C  1.50903  2.34828  -5.80389  0.079
C  2.10760  0.76339  -2.46584  0.065
Ru  0.45163  -2.38514  0.49668  1.697
P  -0.37690  -0.94003  2.06697  0.139
C  2.16813  -0.57612  -2.68845  -0.035
C  2.42411  -1.54911  -1.59865  0.101
C  1.89585  -2.87674  -1.58172  0.037
C  1.92234  -3.67044  -0.42597  0.036
C  2.33187  -3.04362  0.81100  -0.014
C  3.08084  -1.84252  0.73508  0.106
C  3.11733  -1.12137  -0.44815  0.033
Br  2.32163  -4.19882  2.44580  -0.006
H  2.06879  1.14461  -1.42886  0.003
H  1.87525  -1.02952  -3.63483  -0.001
H  2.10183  3.51270  -2.19499  0.006
H  1.89752  0.33396  -5.16248  0.006
H  1.68732  5.13295  -4.06251  0.016
H  1.31164  2.06810  -6.83778  0.017
H  1.55259  -3.30597  -2.51507  0.001
H  3.70401  -0.19608  -0.51077  0.000
H  1.66617  -4.71822  -0.40983  0.004
H  3.62040  -1.52664  1.63479  0.004
P  -1.31147  0.03845  -0.84093  0.343
C  1.07346  -0.39391  3.04858  0.017
C  1.43325  -1.27949  4.22435  0.006
H  0.81290  0.62284  3.37699  0.000
H  1.90942  -0.30938  2.33730  0.000
H  2.37405  -0.90568  4.65044  0.002
H  0.67020  -1.26964  5.01490  0.000
H  1.61184  -2.31895  3.91311  0.000
C  -0.92684  -2.81536  2.05049  0.107
C  -1.42425  -3.46487  3.34985  0.019
H  0.02777  -3.45502  1.80533  0.002
H  -1.72368  -2.94390  1.30860  0.007
H  -1.37912  -4.55337  3.18146  0.012
H  -0.81116  -3.22740  4.23035  0.002
H  -2.47747  -3.20160  3.54375  0.000
C  -1.73503  -0.12051  2.97689  0.013
C  -1.79056  -0.32039  4.48541  0.001
H  -2.67399  -0.45002  2.51862  0.000
H  -1.60518  0.94993  2.75496  0.006
H  -2.71303  0.14523  4.85596  -0.001
H  -1.82230  -1.37690  4.77597  0.000
H  -0.94842  0.15771  5.00385  0.000
C  -2.65378  1.29337  -0.58756  0.055
C  -3.44908  1.32111  0.69650  0.003
H  -3.34294  1.16101  -1.43388  0.014
H  -2.16789  2.27213  -0.70482  0.000
H  -4.34703  1.93299  0.54202  0.002
H  -3.77212  0.33242  1.02124  0.000
H  -2.89001  1.78427  1.50934  0.001
C  -2.40558  -1.45637  -0.91310  0.022
C  -1.70921  -2.58823  -1.64467  0.019
H  -3.32390  -1.15232  -1.42981  0.004
H  -2.63432  -1.72249  0.12691  0.000
H  -2.08528  -3.55773  -1.30343  0.000
H  -1.89092  -2.52306  -2.72361  0.003
H  -0.61056  -2.59358  -1.45970  0.006
C  -1.23602  0.36033  -2.69527  0.070
C  -1.38195  1.80903  -3.16465  0.005
H  -2.01860  -0.25362  -3.16582  0.011
H  -0.26627  -0.04217  -3.01399  0.002
H  -1.28563  1.84754  -4.25815  0.002
H  -2.35209  2.25005  -2.90853  0.000
H  -0.58997  2.45561  -2.76086  0.001
C  1.44806  3.68314  2.21221  0.001
C  0.75218  2.94040  1.10678  0.001
N  -0.35060  3.55574  0.57710  0.000
O  1.13846  1.83998  0.67212  0.018
H  0.84942  4.50783  2.61182  0.000
H  2.38347  4.08299  1.81025  0.000
H  1.69153  2.98337  3.01213  0.000
H  -0.70271  3.22668  -0.31774  0.000
H  -0.67519  4.45355  0.91919  0.000

Entry from the OMol25 dataset: the molecule C2H3NO (ωB97M-V/def2-TZVPD).

Computed properties:
Lowest unoccupied orbital energy: 0.7 eV
SMILES: N#CCO
HOMO energy: -0.4023 Ha
Orbital gap: 11.6 eV

Each line ends with the Löwdin charge.
Cartesian coordinates (Å):
N  -0.89046  -0.90648  -1.63957  0.160
C  -0.12584  -0.16673  -1.18554  -0.220
C  0.41510  0.41974  0.04663  -0.166
O  -0.59942  -0.32930  0.85424  -0.113
H  1.51645  0.25008  0.11116  0.121
H  0.27712  1.52254  0.06735  0.116
H  -0.58101  -0.77378  1.71896  0.101

no.,F_max (eV/A),M (g/mol),calculated total energy (hartree)
1,2.54,116.2,-386.25664
2,2.13,158.2,-561.99860
3,5.90,133.1,-477.35736
4,2.20,111.0,-674.40290
5,4.04,656.6,-4590.38951
6,1.76,57.1,-207.91998